No. 1
Below is 2 unconnected molecules or ions with the total composition C6H12O in a non-equilibrium geometry, with properties calculated with ωB97M-V/def2-TZVPD.

The structure (SMILES) is C=CC=C(C)C.O. The frontier orbital gap is 8.36 eV. Its total charge is 0. For the LUMO energy, the calculation gives 0.66 eV. Its HOMO energy is -7.700 eV. For the largest force on an atom, the calculation gives 4.26 eV/A.

Each line ends with the natural charge from an NBO analysis.
Element x y z (Å)
H (-0.677, -3.442, 0.494)  0.47
C (1.819, -0.386, -1.127)  -0.64
H (1.614, -0.214, -2.150)  0.22
H (-2.642, 2.252, -0.532)  0.19
H (2.891, 0.006, -0.909)  0.20
C (1.220, 0.710, 1.091)  -0.67
H (-3.657, 1.033, 0.440)  0.19
O (-0.461, -2.596, 0.044)  -0.93
H (-1.357, 0.048, 1.120)  0.19
H (1.849, -1.540, -0.936)  0.24
C (0.802, 0.298, -0.257)  0.05
H (0.507, 0.598, 1.892)  0.22
H (2.157, 0.198, 1.345)  0.21
H (-0.126, -2.015, 0.750)  0.47
C (-2.685, 1.299, -0.003)  -0.40
C (-1.525, 0.578, 0.206)  -0.21
C (-0.439, 0.643, -0.721)  -0.26
H (-0.726, 0.739, -1.812)  0.22
H (1.436, 1.792, 1.066)  0.24


No. 2
Below is a molecular structure, C17H18BCrN7O3S in a non-equilibrium geometry, with properties calculated with ωB97M-V/def2-TZVPD.

The frontier orbital gap (spin up / spin down) is 7.87 / 7.99 eV. Its total charge is 0. For the LUMO energy (spin up / spin down), the calculation gives -0.57 / -0.47 eV. Its HOMO energy (spin up / spin down) is -8.442 / -8.462 eV. Its spin multiplicity is 5. For the largest force on an atom, the calculation gives 3.41 eV/A.

Each line ends with the natural charge from an NBO analysis.
Element x y z (Å)
N (0.476, -0.978, -1.603)  -0.41
S (3.070, 0.425, 1.556)  2.27
C (2.143, 0.591, 6.057)  -0.20
C (-3.083, -2.802, 2.183)  -0.85
H (-0.170, 2.721, -4.274)  0.23
Cr (0.288, 0.205, -0.021)  1.32
H (4.278, 0.745, 6.400)  0.23
H (4.840, 0.668, 3.928)  0.23
H (-3.058, -3.361, 1.250)  0.21
H (0.882, -1.310, -4.803)  0.23
C (3.817, 0.611, 4.281)  -0.22
N (-2.962, -0.154, -2.143)  -0.31
C (1.425, -1.950, -1.624)  0.00
B (-0.896, 0.353, -3.422)  0.61
N (-0.457, 1.616, -2.558)  -0.31
O (3.640, -0.804, 1.081)  -0.90
N (1.365, 0.297, 1.460)  -1.07
C (0.885, -1.494, -3.736)  0.04
O (-0.612, -0.044, 2.509)  -0.61
C (-4.220, -0.547, -2.054)  -0.07
C (0.425, 3.643, -2.295)  -0.35
H (-4.046, -2.448, 2.357)  0.21
N (-0.029, 1.713, -1.229)  -0.41
C (1.686, -2.318, -2.959)  -0.35
H (0.748, 4.638, -2.517)  0.24
C (2.817, 0.472, 3.337)  -0.20
H (-5.731, -0.952, -3.568)  0.22
H (2.362, -3.075, -3.307)  0.24
C (-4.713, -0.643, -3.354)  -0.35
H (0.791, 3.360, -0.112)  0.23
N (0.077, -0.777, -2.933)  -0.32
C (1.492, 0.377, 3.734)  -0.19
C (0.454, 2.978, -1.060)  0.00
C (1.143, 0.441, 5.098)  -0.14
C (3.487, 0.658, 5.651)  -0.18
H (-4.730, -0.743, -1.089)  0.21
H (0.090, 0.373, 5.380)  0.24
H (1.904, 0.654, 7.126)  0.23
C (0.603, 0.189, 2.600)  0.66
H (-2.396, -1.966, 2.126)  0.22
C (-3.659, -0.303, -4.213)  -0.06
H (-0.655, 0.605, -4.593)  -0.06
H (1.868, -2.339, -0.728)  0.23
O (3.480, 1.700, 1.018)  -0.89
N (-2.541, -0.032, -3.414)  -0.34
C (-0.088, 2.736, -3.201)  0.04
H (-2.788, -3.470, 2.990)  0.21
H (-3.701, -0.259, -5.311)  0.21


No. 3
Below is a single C22H33N3O5S molecule in a non-equilibrium geometry, with properties calculated with ωB97M-V/def2-TZVPD.

The structure (SMILES) is CCc1ccc(CNC(=O)C2CCN(S(=O)(=O)N3CCC4(CC3)OCCO4)CC2)cc1. The frontier orbital gap is 9.47 eV. Its total charge is 0. For the LUMO energy, the calculation gives 0.75 eV. Its HOMO energy is -8.711 eV. For the largest force on an atom, the calculation gives 1.16 eV/A.

Each line ends with the natural charge from an NBO analysis.
Element x y z (Å)
H (3.960, -7.341, -1.412)  0.19
H (2.108, -7.644, 0.128)  0.17
H (0.025, 4.623, 4.398)  0.21
H (3.396, -2.935, -1.917)  0.21
H (1.476, -4.221, -2.896)  0.21
C (-1.939, 0.715, -1.408)  -0.42
H (0.195, -4.441, -0.129)  0.24
C (-2.028, -0.735, -1.880)  -0.23
H (0.553, -5.784, -1.241)  0.22
H (0.871, -0.917, -3.506)  0.23
C (0.043, 4.529, 2.264)  -0.20
O (-0.501, -2.232, 0.020)  -0.95
H (0.138, 2.312, -0.547)  0.41
C (-3.060, 5.695, 5.326)  -0.59
S (0.284, -1.540, -0.957)  2.45
C (-0.061, 4.389, -0.256)  -0.25
C (0.870, -4.795, -0.907)  -0.47
H (-3.472, 3.617, 4.946)  0.21
O (2.311, -5.709, 0.836)  -0.52
C (-0.569, 4.490, 3.505)  -0.22
O (-1.712, 3.964, -2.482)  -0.63
H (-3.745, 3.941, 2.526)  0.21
C (0.858, -3.822, -2.086)  -0.23
H (-3.761, 6.069, 4.584)  0.21
H (-2.207, 6.369, 5.360)  0.21
N (-0.270, 3.139, -0.956)  -0.62
C (2.284, -4.884, -0.313)  0.55
H (-2.684, -0.824, -2.751)  0.20
H (-0.518, 5.166, -0.877)  0.25
N (-0.721, -1.243, -2.259)  -0.68
H (4.800, -6.237, -0.280)  0.17
H (2.102, -3.097, 0.853)  0.23
H (1.013, 4.582, -0.170)  0.20
H (2.969, -1.542, -0.881)  0.24
C (-0.107, -0.472, -3.322)  -0.23
C (-2.679, 4.107, 2.456)  -0.22
H (0.780, 1.093, -2.176)  0.23
N (1.384, -2.519, -1.737)  -0.68
H (0.390, 1.561, -3.838)  0.22
C (-2.605, 4.280, 4.962)  -0.42
H (-1.911, 3.918, 5.723)  0.21
H (1.109, 4.693, 2.196)  0.21
H (-2.659, 4.026, 0.317)  0.21
C (2.761, -3.477, 0.072)  -0.46
H (3.389, -7.357, 1.347)  0.20
H (-0.731, -0.595, -4.213)  0.20
H (-1.990, 1.640, -3.350)  0.22
H (-3.547, 5.701, 6.299)  0.21
C (0.036, 1.009, -2.966)  -0.42
O (3.156, -5.474, -1.272)  -0.55
H (3.779, -3.533, 0.459)  0.22
H (-2.396, -1.379, -1.082)  0.24
C (3.823, -6.558, -0.667)  -0.09
C (2.882, -6.946, 0.475)  -0.09
H (-0.160, -3.664, -2.442)  0.23
C (-0.704, 4.366, 1.107)  -0.06
C (-1.129, 3.021, -1.987)  0.70
C (2.707, -2.565, -1.152)  -0.23
C (-1.304, 1.590, -2.497)  -0.31
H (-1.332, 0.731, -0.501)  0.21
C (-2.072, 4.152, 1.216)  -0.15
C (-1.935, 4.276, 3.618)  -0.01
H (-2.935, 1.090, -1.166)  0.22
O (0.992, -0.371, -0.513)  -0.97


No. 4
Below is a molecular structure, C46H46N2O3PScTe, with properties calculated with ωB97M-V/def2-TZVPD.

The frontier orbital gap is 4.10 eV. Its total charge is -2. For the LUMO energy, the calculation gives 4.06 eV. Its HOMO energy is -0.034 eV. For the largest force on an atom, the calculation gives 0.65 eV/A.

Each line ends with the Mulliken charge.
Element x y z (Å)
H (-7.942, 1.769, -3.928)  0.35
O (-0.169, 1.080, 0.187)  0.41
C (-1.189, 0.323, -3.291)  -0.84
H (5.242, 4.345, 0.488)  0.30
C (4.261, -1.114, -1.827)  -0.60
H (-3.199, 1.726, 0.712)  0.06
H (-3.068, -0.834, 3.332)  0.21
C (2.013, -2.609, -0.106)  0.27
H (-3.002, -3.315, 0.614)  0.29
C (3.626, 1.782, 1.013)  0.34
H (1.616, -4.358, 4.652)  0.34
C (-4.219, 3.030, -3.074)  1.29
H (-5.961, 3.023, -4.321)  0.21
C (-6.197, 1.683, -2.669)  0.72
C (3.112, -0.376, -1.552)  0.72
H (-4.191, -3.243, 1.931)  0.39
Te (-1.602, 3.082, -1.416)  0.44
H (-3.549, -2.383, 4.074)  0.43
H (-3.696, -1.761, 1.092)  0.19
N (2.675, 2.669, 0.712)  0.57
H (-0.114, -2.523, -4.823)  0.37
H (4.205, -4.215, 1.934)  0.36
H (2.153, 3.563, 3.379)  0.53
C (-3.728, 0.985, 0.107)  -0.91
O (2.650, 4.712, -0.373)  -0.76
H (-4.523, 0.535, 0.703)  0.53
C (0.935, 1.987, 4.380)  -0.39
C (5.004, 2.158, 0.513)  -0.68
C (2.126, -1.162, 3.650)  -0.39
C (1.430, -4.944, 0.147)  -0.68
C (-1.061, -0.634, -4.246)  -0.65
C (3.015, 0.918, -2.082)  -0.95
C (-4.301, 1.583, -1.141)  1.14
C (-0.874, 2.246, 3.023)  -0.30
C (2.536, -5.151, 0.957)  -0.69
C (-5.504, 2.615, -3.424)  -1.07
H (5.730, 2.114, 1.325)  0.45
C (-0.751, 1.202, -1.024)  -0.05
C (0.114, 3.165, 2.602)  -0.51
C (0.476, -1.833, -2.877)  -0.85
C (5.293, -0.569, -2.585)  -0.64
C (2.345, -2.358, 4.319)  -1.02
C (4.036, 1.457, -2.846)  -0.69
H (3.930, 2.457, -3.250)  0.49
H (-1.832, 2.098, 2.547)  0.25
P (1.636, -0.884, -0.568)  2.22
H (1.610, 1.593, 5.126)  0.51
H (2.864, -0.372, 3.778)  0.38
H (3.719, -1.980, 1.035)  0.32
H (2.730, -6.130, 1.380)  0.35
C (1.167, -3.685, -0.375)  -0.89
H (-1.906, -1.753, 4.309)  0.23
C (-7.570, 1.212, -3.067)  -1.53
H (6.180, -1.161, -2.784)  0.38
C (0.358, -0.901, -1.831)  1.51
H (-4.075, 4.135, -4.910)  0.37
C (3.103, -2.823, 0.742)  -0.64
H (-1.595, -0.506, -5.184)  0.35
H (-1.333, -0.871, 1.573)  -0.12
H (4.357, -2.122, -1.443)  0.31
Sc (1.056, 1.092, 1.672)  -0.98
H (-2.505, 3.727, -4.176)  0.31
O (3.336, 0.738, 1.627)  -0.34
H (0.028, 3.871, 1.789)  0.64
C (5.189, 0.717, -3.093)  -0.58
H (0.753, -5.763, -0.071)  0.34
H (5.993, 1.139, -3.685)  0.33
C (1.017, -0.921, 2.818)  1.52
H (5.296, 1.426, -0.244)  0.00
H (-0.845, 0.684, 4.597)  0.42
H (-6.101, 0.460, -0.916)  0.32
C (-0.230, -1.768, -4.055)  -1.23
H (-0.366, -4.027, 3.203)  0.37
C (-0.359, 1.513, 4.105)  -0.61
H (-1.817, 1.182, -3.496)  0.09
H (-0.915, -2.418, 0.865)  -0.29
H (-8.286, 1.337, -2.251)  0.33
H (-7.565, 0.152, -3.334)  0.30
H (-3.476, 5.018, -3.503)  0.32
C (0.122, -2.003, 2.696)  -0.09
H (-2.982, 0.228, -0.142)  0.04
H (1.195, -2.639, -2.759)  0.45
H (5.046, 3.641, -1.114)  0.29
H (0.288, -3.528, -0.987)  0.31
C (-3.342, -2.729, 1.470)  -0.82
C (-5.576, 1.185, -1.532)  -0.87
H (3.223, -2.481, 4.950)  0.33
C (3.231, 3.734, 0.053)  0.03
C (-2.723, -1.851, 3.593)  -0.87
C (3.367, -4.081, 1.260)  -0.62
C (-0.537, 0.247, -2.000)  0.18
C (1.235, 2.998, 3.449)  -0.71
H (2.114, 1.496, -1.901)  0.18
C (1.451, -3.405, 4.158)  -0.42
N (-2.268, -2.590, 2.431)  -0.02
C (0.348, -3.222, 3.342)  -0.61
C (-1.109, -1.920, 1.822)  0.31
C (-3.600, 2.509, -1.927)  -0.79
C (4.756, 3.542, -0.069)  -0.54
C (-3.533, 4.030, -3.968)  -1.72